Entry 1:
ORCA calculation (the ωB97M-V functional and the def2-TZVPD basis) on one molecule with the formula C22H21F2N3O4.

Geometry as XYZ:
```
52
Properties=species:S:1:pos:R:3:lowdin_charge:R:1
C 0.015 3.486 5.298 -0.071
H 0.065 3.661 6.372 0.094
H -1.027 3.380 4.993 0.093
H 0.461 4.333 4.771 0.097
O 0.747 2.299 5.088 -0.063
C 0.955 1.794 3.845 -0.194
C 1.803 0.684 3.823 0.011
C 2.122 0.028 2.655 -0.015
C 1.580 0.482 1.459 -0.177
C 0.734 1.588 1.458 0.021
C 0.409 2.255 2.628 -0.187
O -0.435 3.339 2.654 -0.116
C -0.878 3.872 1.431 -0.074
H -1.479 4.741 1.697 0.098
H -0.039 4.190 0.803 0.102
H -1.497 3.159 0.877 0.079
H 0.330 1.905 0.511 0.109
C 1.843 -0.188 0.207 -0.304
N 2.757 -1.104 0.012 0.153
O 2.632 -1.462 -1.296 0.049
C 1.640 -0.729 -1.804 -0.300
N 1.120 0.075 -0.929 0.226
C 1.214 -0.828 -3.226 -0.194
H 1.498 0.116 -3.707 0.158
C 1.861 -2.000 -3.966 -0.145
C 1.290 -3.335 -3.491 -0.149
C -0.233 -3.320 -3.598 -0.127
N -0.759 -2.224 -2.807 -0.029
C -1.390 -2.505 -1.648 -0.391
O -1.667 -3.635 -1.302 0.100
C -1.786 -1.348 -0.768 -0.009
C -1.287 -1.275 0.530 -0.221
C -1.734 -0.342 1.447 -0.005
C -2.720 0.551 1.068 -0.071
C -3.241 0.519 -0.214 -0.005
C -2.773 -0.430 -1.104 -0.223
F -3.293 -0.462 -2.349 0.083
H -4.012 1.204 -0.530 0.118
H -3.089 1.274 1.779 0.113
H -1.311 -0.333 2.439 0.126
F -0.325 -2.131 0.899 0.107
C -0.325 -0.929 -3.259 -0.098
H -0.673 -0.788 -4.289 0.140
H -0.741 -0.143 -2.631 0.117
H -0.545 -3.184 -4.639 0.132
H -0.662 -4.245 -3.209 0.124
H 1.574 -3.512 -2.453 0.120
H 1.694 -4.148 -4.096 0.117
H 1.663 -1.882 -5.035 0.121
H 2.941 -1.979 -3.816 0.119
H 2.773 -0.830 2.654 0.117
H 2.201 0.356 4.770 0.122
```

Computed properties:
- E_LUMO: 0.5839 eV
- F_max: 1.346 eV Å⁻¹
- SMILES string: COc1ccc(-c2noc([C@H]3CCCN(C(=O)c4c(F)cccc4F)C3)n2)cc1OC
- Kohn-Sham gap: 8.74 eV
- Electronic energy: -1515.882738 Ha


Entry 2:
ORCA calculation (the ωB97M-V functional and the def2-TZVPD basis) on one molecule with the formula C5H6F2N2.

Geometry as XYZ:
```
15
Properties=species:S:1:pos:R:3:lowdin_charge:R:1
C 0.556 -0.866 -0.234 0.076
C 1.269 -1.929 0.167 -0.404
C -0.102 -1.887 -1.963 -0.091
C 0.734 1.314 0.852 -0.101
C -0.199 0.370 0.154 -0.255
N 1.280 -3.009 -0.631 0.037
N 0.627 -2.893 -1.731 -0.043
F 1.938 -2.055 1.310 0.101
F -0.560 -1.614 -3.210 0.045
H 1.538 0.759 1.232 0.048
H 0.220 2.054 1.561 0.112
H 1.197 1.844 0.040 0.070
H -0.464 0.715 -0.826 0.099
H -0.973 0.126 0.843 0.100
H 0.827 -3.678 -2.407 0.207
```

Computed properties:
- Relative energy (zero: lowest compared OMol25 entry of this formula, charge and spin): 122.7 kcal/mol
- E_LUMO: 0.2149 eV
- F_max: 5.219 eV Å⁻¹
- Kohn-Sham gap: 8.38 eV
- Electronic energy: -503.173054 Ha


Entry 3:
ORCA calculation (the ωB97M-V functional and the def2-TZVPD basis) on C23H37N4O3P2Pt as an isolated structure.

Geometry as XYZ:
```
70
Properties=species:S:1:pos:R:3:lowdin_charge:R:1
Pt 0.331 0.408 -0.424 1.233
C 3.623 0.116 1.660 -0.008
C 2.163 0.108 1.913 -0.236
C 1.340 1.191 1.488 -0.167
C -0.004 1.265 1.946 -0.123
C -0.524 0.260 2.756 -0.027
C 0.271 -0.825 3.120 0.040
C 1.588 -0.904 2.690 0.016
H 4.130 0.354 2.600 0.128
H 3.904 0.865 0.926 0.082
H 3.987 -0.864 1.361 0.107
H 1.831 2.088 1.108 0.135
H -0.568 2.178 1.802 0.126
H -1.520 0.361 3.161 0.133
H -0.113 -1.584 3.786 0.145
H 2.205 -1.728 3.008 0.140
C -3.621 3.678 -0.824 -0.084
N -3.766 2.489 -1.627 -0.290
C -4.637 2.626 -2.768 -0.078
P -2.566 1.329 -1.559 0.518
O -1.791 1.430 -0.312 -0.345
O -3.381 -0.059 -1.682 -0.253
P -2.804 -1.459 -1.019 0.544
O -1.393 -1.330 -0.641 -0.338
N -3.804 -1.761 0.276 -0.285
C -3.265 -1.701 1.610 -0.093
C -5.184 -2.168 0.150 -0.060
N -3.087 -2.531 -2.253 -0.305
C -4.306 -2.522 -3.024 -0.098
C -2.321 -3.759 -2.280 -0.078
N -1.569 1.334 -2.910 -0.298
C -2.066 1.000 -4.228 -0.077
C -0.566 2.385 -2.931 -0.113
H -3.233 4.521 -1.405 0.099
H -2.959 3.480 0.016 0.073
H -4.602 3.972 -0.443 0.105
H -4.231 3.327 -3.503 0.098
H -5.592 3.038 -2.437 0.106
H -4.813 1.660 -3.236 0.083
H -2.254 -1.309 1.564 0.037
H -3.250 -2.689 2.077 0.106
H -3.888 -1.047 2.226 0.103
H -5.308 -2.953 -0.593 0.079
H -5.817 -1.323 -0.134 0.100
H -5.527 -2.552 1.110 0.103
H -4.871 -1.613 -2.824 0.081
H -4.924 -3.398 -2.805 0.098
H -4.068 -2.566 -4.091 0.099
H -1.366 -3.603 -1.781 0.076
H -2.146 -4.047 -3.319 0.100
H -2.857 -4.581 -1.794 0.100
H -2.886 0.288 -4.164 0.082
H -1.247 0.544 -4.790 0.097
H -2.396 1.888 -4.777 0.103
H -0.126 2.498 -1.935 0.050
H -0.980 3.346 -3.248 0.105
H 0.218 2.108 -3.636 0.090
C 1.898 0.115 -1.563 -0.021
C 2.905 0.014 -2.274 0.047
C 4.006 -0.095 -3.119 -0.162
C 3.835 -0.588 -4.441 0.058
C 4.904 -0.649 -5.300 0.021
C 6.170 -0.223 -4.886 0.098
C 6.362 0.231 -3.577 0.022
C 5.306 0.298 -2.701 0.058
H 2.855 -0.916 -4.751 0.143
H 4.775 -1.030 -6.304 0.142
H 6.999 -0.239 -5.579 0.152
H 7.351 0.533 -3.262 0.143
H 5.449 0.667 -1.697 0.138
```

Computed properties:
- Relative energy (zero: lowest compared OMol25 entry of this formula, charge and spin): 92.1 kcal/mol
- E_LUMO (spin up / spin down): -13.4536 / -13.4179 eV
- Charge: +3
- F_max: 5.571 eV Å⁻¹
- Kohn-Sham gap (spin up / spin down): 2.46 / 2.52 eV
- Electronic energy: -2144.338793 Ha


Entry 4:
ORCA calculation (the ωB97M-V functional and the def2-TZVPD basis) on a 2-piece molecular cluster, C30H34N2O4 overall.

Geometry as XYZ:
```
70
Properties=species:S:1:pos:R:3:lowdin_charge:R:1
C 0.694 -1.729 -3.171 -0.049
O 0.355 -2.515 -2.025 -0.034
C -0.374 -3.575 -2.407 -0.499
O -0.819 -3.700 -3.542 0.101
C -0.522 -4.626 -1.346 -0.187
C 0.162 -5.895 -1.887 -0.096
C -0.973 -6.822 -2.307 -0.136
C -2.286 -6.129 -1.926 -0.170
N -1.934 -4.881 -1.294 -0.063
C -2.866 -3.883 -1.222 -0.216
C -2.599 -2.515 -1.181 -0.041
C -3.586 -1.583 -1.805 -0.206
C -5.044 -2.111 -1.950 -0.179
C -5.377 -3.451 -1.244 -0.194
C -4.247 -4.470 -1.331 -0.158
H 1.173 -0.846 -2.757 0.056
H 1.360 -2.319 -3.812 0.102
H -0.197 -1.463 -3.749 0.099
H -0.127 -4.253 -0.397 0.160
H 0.751 -5.608 -2.772 0.122
H 0.822 -6.335 -1.131 0.116
H -0.990 -6.947 -3.392 0.111
H -0.905 -7.809 -1.843 0.107
H -2.868 -5.951 -2.851 0.118
H -2.914 -6.749 -1.276 0.117
H -1.626 -2.076 -0.910 0.105
H -3.540 -0.609 -1.293 0.098
H -3.274 -1.363 -2.859 0.112
H -5.741 -1.334 -1.613 0.099
H -5.225 -2.231 -3.036 0.107
H -5.661 -3.340 -0.181 0.110
H -6.262 -3.930 -1.708 0.108
H -4.405 -5.014 -2.279 0.110
H -4.395 -5.251 -0.567 0.127
C 2.814 3.980 7.222 -0.081
N 3.383 4.099 5.897 -0.261
C 4.129 5.321 5.690 -0.080
C 2.759 3.467 4.814 -0.255
C 1.548 3.964 4.280 0.001
C 0.955 3.360 3.187 -0.037
C 1.530 2.190 2.633 -0.213
C 1.046 1.677 1.362 0.076
C 1.059 2.487 0.266 -0.038
C 1.013 1.917 -1.112 -0.276
O 0.939 0.727 -1.419 0.086
C 1.132 3.079 -2.017 -0.101
C 1.354 4.268 -1.302 -0.086
C 1.541 5.483 -1.967 0.009
C 1.410 5.487 -3.357 -0.054
C 1.172 4.288 -4.063 -0.053
C 1.068 3.068 -3.400 0.007
C 1.383 3.971 0.158 -0.248
O 1.651 4.802 1.024 0.099
C 2.648 1.608 3.278 -0.021
C 3.312 2.285 4.284 -0.004
H 2.569 2.936 7.449 0.091
H 3.591 4.349 7.895 0.077
H 1.908 4.592 7.344 0.081
H 4.777 5.190 4.818 0.091
H 3.479 6.197 5.536 0.083
H 4.721 5.493 6.593 0.078
H 1.101 4.843 4.747 0.121
H 0.033 3.770 2.764 0.126
H 0.913 0.608 1.233 0.135
H 1.768 6.400 -1.421 0.124
H 1.494 6.422 -3.906 0.107
H 1.070 4.318 -5.142 0.105
H 0.925 2.113 -3.905 0.125
H 3.009 0.654 2.887 0.116
H 4.239 1.901 4.710 0.116
```

Computed properties:
- Relative energy (zero: lowest compared OMol25 entry of this formula, charge and spin): 13.4 kcal/mol
- E_LUMO: -0.9055 eV
- F_max: 2.316 eV Å⁻¹
- SMILES string: CN(C)c1ccc(C=C2C(=O)c3ccccc3C2=O)cc1.COC(=O)[C@@H]1CCCN1C1=CCCCC1
- Kohn-Sham gap: 5.99 eV
- Electronic energy: -1573.953881 Ha


Entry 5:
ORCA calculation (the ωB97M-V functional and the def2-TZVPD basis) on a 2-piece molecular cluster, C2H10NOS2 overall.

Geometry as XYZ:
```
16
Properties=species:S:1:pos:R:3:lowdin_spin:R:1
N -1.251 0.876 0.647 0.007
C 0.020 0.211 1.209 0.025
C 1.096 0.065 0.146 0.061
S 2.165 -1.303 0.564 0.498
S 1.399 -3.104 -0.097 0.360
H -1.178 0.860 -0.385 0.000
H -1.321 1.836 0.991 0.000
H -2.019 0.331 1.042 0.000
H -0.241 -0.701 1.741 0.002
H 0.452 0.860 1.994 0.000
H 0.834 -0.014 -0.923 0.009
H 1.781 0.938 0.105 -0.001
H 0.937 -3.811 0.977 0.037
H -0.354 1.554 -2.787 0.000
H -1.437 0.477 -2.935 0.000
O -0.881 0.925 -2.287 0.000
```

Computed properties:
- Relative energy (zero: lowest compared OMol25 entry of this formula, charge and spin): 13.0 kcal/mol
- Spin multiplicity: 2
- E_LUMO (spin up / spin down): -8.5504 / -12.4549 eV
- Charge: +2
- F_max: 2.140 eV Å⁻¹
- Kohn-Sham gap (spin up / spin down): 10.89 / 6.53 eV
- Electronic energy: -1007.854917 Ha


Entry 6:
ORCA calculation (the ωB97M-V functional and the def2-TZVPD basis) on a 2-piece molecular cluster, C4H12OS2 overall.

Geometry as XYZ:
```
19
Properties=species:S:1:pos:R:3:lowdin_charge:R:1
C 1.158 0.077 -2.613 -0.197
C 1.117 1.479 -1.956 -0.638
S -0.472 1.544 -1.132 0.431
S -0.355 3.332 0.081 0.338
H 0.254 -0.006 -3.268 0.069
H 1.137 -0.751 -1.879 0.065
H 2.048 -0.042 -3.269 0.078
H 1.187 2.323 -2.644 0.063
H 1.887 1.522 -1.133 0.080
H -0.012 2.740 1.196 -0.246
C -0.939 -1.058 1.327 -0.338
O -1.625 -2.265 0.952 -0.089
C -0.531 -1.360 2.770 -0.110
H -0.022 -0.884 0.652 0.098
H -1.567 -0.136 1.341 0.098
H -2.049 -2.132 0.122 0.059
H -0.487 -2.479 2.905 0.086
H 0.503 -0.995 3.030 0.075
H -1.233 -0.907 3.517 0.077
```

Computed properties:
- Relative energy (zero: lowest compared OMol25 entry of this formula, charge and spin): 23.7 kcal/mol
- E_LUMO: 0.2444 eV
- F_max: 1.927 eV Å⁻¹
- SMILES string: CCSS.CCO
- Kohn-Sham gap: 9.45 eV
- Electronic energy: -1031.180055 Ha


- Among the records above, which one has the highest F_max?
  C23H37N4O3P2Pt


Please write out number 3 again, unchanged.
ORCA calculation (the ωB97M-V functional and the def2-TZVPD basis) on C23H37N4O3P2Pt as an isolated structure.

Geometry as XYZ:
```
70
Properties=species:S:1:pos:R:3:lowdin_charge:R:1
Pt 0.331 0.408 -0.424 1.233
C 3.623 0.116 1.660 -0.008
C 2.163 0.108 1.913 -0.236
C 1.340 1.191 1.488 -0.167
C -0.004 1.265 1.946 -0.123
C -0.524 0.260 2.756 -0.027
C 0.271 -0.825 3.120 0.040
C 1.588 -0.904 2.690 0.016
H 4.130 0.354 2.600 0.128
H 3.904 0.865 0.926 0.082
H 3.987 -0.864 1.361 0.107
H 1.831 2.088 1.108 0.135
H -0.568 2.178 1.802 0.126
H -1.520 0.361 3.161 0.133
H -0.113 -1.584 3.786 0.145
H 2.205 -1.728 3.008 0.140
C -3.621 3.678 -0.824 -0.084
N -3.766 2.489 -1.627 -0.290
C -4.637 2.626 -2.768 -0.078
P -2.566 1.329 -1.559 0.518
O -1.791 1.430 -0.312 -0.345
O -3.381 -0.059 -1.682 -0.253
P -2.804 -1.459 -1.019 0.544
O -1.393 -1.330 -0.641 -0.338
N -3.804 -1.761 0.276 -0.285
C -3.265 -1.701 1.610 -0.093
C -5.184 -2.168 0.150 -0.060
N -3.087 -2.531 -2.253 -0.305
C -4.306 -2.522 -3.024 -0.098
C -2.321 -3.759 -2.280 -0.078
N -1.569 1.334 -2.910 -0.298
C -2.066 1.000 -4.228 -0.077
C -0.566 2.385 -2.931 -0.113
H -3.233 4.521 -1.405 0.099
H -2.959 3.480 0.016 0.073
H -4.602 3.972 -0.443 0.105
H -4.231 3.327 -3.503 0.098
H -5.592 3.038 -2.437 0.106
H -4.813 1.660 -3.236 0.083
H -2.254 -1.309 1.564 0.037
H -3.250 -2.689 2.077 0.106
H -3.888 -1.047 2.226 0.103
H -5.308 -2.953 -0.593 0.079
H -5.817 -1.323 -0.134 0.100
H -5.527 -2.552 1.110 0.103
H -4.871 -1.613 -2.824 0.081
H -4.924 -3.398 -2.805 0.098
H -4.068 -2.566 -4.091 0.099
H -1.366 -3.603 -1.781 0.076
H -2.146 -4.047 -3.319 0.100
H -2.857 -4.581 -1.794 0.100
H -2.886 0.288 -4.164 0.082
H -1.247 0.544 -4.790 0.097
H -2.396 1.888 -4.777 0.103
H -0.126 2.498 -1.935 0.050
H -0.980 3.346 -3.248 0.105
H 0.218 2.108 -3.636 0.090
C 1.898 0.115 -1.563 -0.021
C 2.905 0.014 -2.274 0.047
C 4.006 -0.095 -3.119 -0.162
C 3.835 -0.588 -4.441 0.058
C 4.904 -0.649 -5.300 0.021
C 6.170 -0.223 -4.886 0.098
C 6.362 0.231 -3.577 0.022
C 5.306 0.298 -2.701 0.058
H 2.855 -0.916 -4.751 0.143
H 4.775 -1.030 -6.304 0.142
H 6.999 -0.239 -5.579 0.152
H 7.351 0.533 -3.262 0.143
H 5.449 0.667 -1.697 0.138
```

Computed properties:
- Relative energy (zero: lowest compared OMol25 entry of this formula, charge and spin): 92.1 kcal/mol
- E_LUMO (spin up / spin down): -13.4536 / -13.4179 eV
- Charge: +3
- F_max: 5.571 eV Å⁻¹
- Kohn-Sham gap (spin up / spin down): 2.46 / 2.52 eV
- Electronic energy: -2144.338793 Ha


- Number 6 is which compound?
  C4H12OS2